1) 9
Properties=species:S:1:pos:R:3 method="wB97M-V/def2-TZVPD" orbital_gap_ev=9.184
C 0.74235 -1.49035 0.33622
C -0.61351 1.26715 0.32035
O 0.59263 -1.73199 -0.99617
F -0.29922 1.77578 -1.01974
H 1.85733 -1.80320 0.57913
H -1.59686 1.36246 0.54067
H -0.29279 1.92597 1.03947
H -0.05686 0.27703 0.53208
H -0.33306 -1.58286 -1.33201



2) 9
Properties=species:S:1:pos:R:3 method="wB97M-V/def2-TZVPD" smiles=C[C@@H](O)F orbital_gap_ev=11.966
C -0.86007 -0.38876 0.04777
C 0.60842 0.10069 -0.39096
O 0.92382 1.29354 0.10870
F 1.56094 -0.89179 0.13946
H -1.05100 -0.03004 1.10508
H -1.68380 0.07006 -0.54929
H -0.90482 -1.45170 0.01003
H 0.69736 -0.23732 -1.48459
H 0.70914 1.53532 1.01379



So which one is most stable? That would be 2), about 86.7 kcal/mol below the next structure.



1) 20
Properties=species:S:1:pos:R:3 method="wB97M-V/def2-TZVPD" charge=+2 orbital_gap_ev=7.532
C -2.19996 -0.29889 -0.35612
C -0.64856 1.51682 -0.26426
C 2.59854 0.59034 0.61298
C 1.48136 -1.16206 -0.54630
N -2.96481 -1.24273 0.16379
N -1.17090 0.21448 0.07717
N 1.46328 -0.09222 0.40398
H -2.73526 0.31683 -1.04411
H -0.49083 2.18696 0.62647
H -1.28571 2.15800 -0.87730
H 0.23642 1.46979 -0.86822
H 2.84227 0.60624 1.70959
H 3.41208 0.37547 -0.16442
H 2.47975 1.71675 0.71676
H 1.45146 -1.95087 0.36019
H 0.54999 -1.34275 -1.05620
H 2.41862 -1.39524 -1.08035
H -3.88736 -1.46321 -0.16787
H -2.66232 -1.99745 0.76700
H -0.88806 -0.20626 0.98722



2) 20
Properties=species:S:1:pos:R:3 method="wB97M-V/def2-TZVPD" charge=+2 smiles="N/C=[NH+]/CCC[NH3+]" orbital_gap_ev=12.063
C 2.09023 0.41108 -0.04699
C 0.78366 -0.34056 0.14742
C -0.37578 0.64244 0.32352
N -3.89661 -0.37188 -0.08380
C -2.73650 0.23139 -0.16130
N -1.64168 -0.08491 0.47165
N 3.20047 -0.49332 -0.50362
H 2.04831 1.28509 -0.70242
H 2.43240 0.85259 0.88934
H 0.91050 -0.95630 1.04320
H 0.51692 -0.96660 -0.70552
H -0.42240 1.33357 -0.52885
H -0.21400 1.29721 1.19276
H -4.65729 0.09598 -0.55968
H -4.16584 -0.98137 0.67903
H -2.66327 1.08120 -0.83344
H -1.64645 -0.75517 1.23230
H 2.88297 -1.18755 -1.18995
H 4.00804 -0.05006 -0.95330
H 3.54633 -1.04283 0.28964



So which one is most stable? That would be 2), about 135.7 kcal/mol below the next structure.